[1]
{
  "formula": "C5H8O2",
  "method": "wB97M-V/def2-TZVPD",
  "elements": ["C", "C", "O", "C", "O", "C", "C", "H", "H", "H", "H", "H", "H", "H", "H"],
  "xyz": [[0.24558, 0.63493, -1.86956], [-0.79016, 0.08191, -1.14163], [-1.98230, -0.14854, -1.30397], [-0.38337, -0.05420, 0.50977], [-1.54679, -0.00453, 1.23221], [0.89985, 0.28970, 1.26489], [0.65218, -1.11068, 0.82294], [-0.19300, 1.00436, -0.33077], [1.26287, 0.57679, -1.49441], [0.10159, 0.89418, -2.91390], [-2.23517, -0.24612, 0.57476], [0.72525, 0.54524, 2.30555], [1.66998, 0.87359, 0.76553], [1.24117, -1.51178, 0.00288], [0.33233, -1.82486, 1.57572]],
  "atomic_forces_ev_per_a": [[-0.0684, -0.1023, -0.1034], [-0.1708, 0.0323, -0.2591], [0.3421, 0.0258, -0.0012], [0.1170, -0.0743, 0.0798], [-0.0977, -0.0725, -0.0316], [0.1095, 0.1657, 0.0470], [0.0531, -0.1834, 0.0030], [0.1108, 0.1241, 0.0931], [-0.1911, 0.0173, 0.0186], [0.0169, -0.0382, 0.1429], [0.0128, 0.0548, 0.0855], [0.0215, -0.0473, -0.1639], [-0.1575, -0.1011, 0.0737], [-0.1341, 0.0889, 0.1205], [0.0360, 0.1100, -0.1049]],
  "de_lowest_kj_mol": 465.2
}

=====

[2]
{
  "formula": "C2HNO2S",
  "method": "wB97M-V/def2-TZVPD",
  "elements": ["N", "C", "S", "O", "C", "O", "H"],
  "xyz": [[-3.45211, -0.01190, -1.43886], [-2.87882, -0.15518, -0.46802], [-1.96342, -0.48183, 0.89240], [-0.38994, -0.36455, -0.05045], [0.13459, -1.41385, -0.68670], [1.14874, -1.21693, -1.27848], [-0.31513, -2.32153, -0.75799]],
  "atomic_forces_ev_per_a": [[-1.1330, 0.3991, -1.6716], [0.5925, -0.4157, 1.3838], [2.5121, -0.1458, -1.3899], [-2.4161, 0.6813, 2.2678], [2.0475, 2.2314, -1.0213], [0.5323, -0.0001, -0.0746], [-2.1354, -2.7502, 0.5058]],
  "de_lowest_kj_mol": 254.1
}

=====

[3]
{
  "formula": "C6H15O3P",
  "method": "wB97M-V/def2-TZVPD",
  "elements": ["C", "P", "C", "O", "O", "C", "C", "O", "C", "C", "H", "H", "H", "H", "H", "H", "H", "H", "H", "H", "H", "H", "H", "H", "H"],
  "xyz": [[0.94868, -0.71439, -2.29556], [0.46841, -0.60369, -0.73115], [0.76138, -2.00924, 0.87556], [1.54983, -3.05182, 0.37953], [-0.96613, 0.00656, -0.72762], [-1.74460, 0.05986, 0.50055], [-2.89099, -1.03598, 0.40127], [1.28354, 0.56548, 0.07445], [1.06866, 1.87233, -0.42997], [1.13360, 2.89137, 0.69577], [2.01762, -0.81040, -2.37476], [0.34111, -1.33698, -3.03399], [-0.11968, -2.47410, 1.34708], [1.14705, -1.33273, 1.65735], [2.49767, -2.91717, 0.38886], [-1.12451, -0.04420, 1.28493], [-2.15441, 1.06585, 0.45417], [-3.71152, -0.59144, -0.18557], [-2.49993, -1.87816, -0.24533], [-3.14858, -1.20292, 1.43607], [1.72339, 2.13297, -1.24848], [0.07954, 1.87200, -0.94054], [0.52649, 2.47552, 1.46898], [2.14731, 3.30859, 1.11091], [0.66606, 3.75268, 0.13747]],
  "atomic_forces_ev_per_a": [[-0.6702, -1.3230, -1.2203], [1.4084, -0.5646, 2.1684], [-0.6106, 1.5194, -1.1593], [-0.3132, -0.2994, 0.2691], [-1.9599, -0.5361, 0.3560], [-2.8158, -0.4741, -4.1719], [1.6712, 1.5005, -1.1927], [0.4598, -1.1044, -0.2092], [-0.0709, 0.4974, -0.5053], [0.9514, 1.6529, -1.3969], [0.3772, -0.0390, -0.2528], [0.8635, 0.9817, 1.1987], [-0.0762, 0.2622, -0.7628], [0.6287, -0.4384, -0.3948], [0.0545, 0.5688, 0.1069], [2.0029, -0.4904, 2.9418], [-0.1817, 0.0162, 0.4542], [0.1198, -0.2423, 0.5159], [-0.4285, 0.5486, 1.4002], [-0.5296, -0.8608, 0.0003], [0.7471, -0.2312, -0.1070], [0.4199, 0.4057, 0.7443], [-0.4989, 0.3736, 0.8570], [-1.6842, -1.3979, -0.9699], [0.1354, -0.3254, 1.3302]],
  "de_lowest_kj_mol": 253.6
}

=====

[4]
{
  "formula": "C20H25AlBrF9NO14S3",
  "method": "wB97M-V/def2-TZVPD",
  "elements": ["C", "C", "C", "O", "C", "O", "C", "S", "Al", "O", "C", "Br", "C", "C", "N", "S", "O", "O", "C", "F", "F", "C", "F", "F", "C", "F", "F", "C", "F", "F", "F", "O", "O", "C", "O", "C", "S", "H", "H", "H", "H", "H", "H", "H", "H", "H", "H", "H", "H", "H", "H", "H", "H", "H", "C", "C", "O", "C", "O", "O", "H", "H", "H", "H", "C", "C", "O", "C", "O", "O", "H", "H", "H", "H"],
  "xyz": [[3.43704, -0.50893, 3.48620], [3.39671, -1.74270, 2.35952], [2.95390, -3.16323, 3.10438], [1.49893, -3.32864, 3.24543], [0.90213, -3.96696, 2.06214], [1.53808, -4.08054, 0.86307], [-0.64716, -4.55837, 2.16228], [-1.72022, -3.95586, 0.74250], [-3.37824, -2.72300, 1.73467], [-2.40872, -1.71587, 3.02006], [-2.08242, -0.46196, 2.26318], [-0.08397, -0.52430, 2.24747], [-2.89574, -0.19547, 0.83246], [-2.16977, -0.60702, -0.57781], [-3.04676, -1.40291, -1.53517], [-3.85283, 1.44599, 0.92778], [-4.97470, 1.55440, -0.16174], [-4.63340, 1.36737, 2.29824], [-2.75367, 2.95630, 1.05294], [-3.64013, 4.07807, 1.54156], [-1.79494, 2.69456, 2.17176], [-2.04573, 3.42760, -0.34764], [-2.47241, 4.86049, -0.56676], [-2.58998, 2.69561, -1.55292], [-0.42308, 3.21131, -0.39346], [-0.00790, 3.47417, -1.82023], [0.00403, 1.82388, -0.09738], [0.45397, 4.22531, 0.54217], [1.33819, 3.35904, 1.40865], [1.41467, 5.07816, -0.24464], [-0.32667, 5.12526, 1.41869], [-4.03428, -1.17190, 0.88537], [4.76481, -1.84214, 1.78956], [4.98396, -0.75688, 0.81784], [5.59580, 0.40671, 1.08276], [4.40220, -0.94990, -0.71929], [5.90421, -1.26366, -1.85126], [2.35006, -0.40534, 3.96405], [3.69621, 0.53630, 2.97121], [4.23056, -0.70692, 4.33276], [2.68326, -1.47827, 1.44006], [3.38673, -3.09516, 4.21469], [3.48403, -4.10419, 2.60457], [-0.66247, -5.74658, 2.24220], [-1.13866, -4.16832, 3.16721], [-4.60760, -3.56170, 2.35816], [-2.30829, 0.35625, 3.08909], [-1.74511, 0.30686, -1.19526], [-1.22255, -1.30238, -0.36651], [-3.14615, -2.40100, -1.24344], [-3.96350, -0.93880, -1.71478], [3.71367, -1.91357, -0.72866], [3.75651, -0.02854, -1.06803], [5.38152, -1.54200, -3.14064], [2.82334, 7.64776, -1.52349], [1.85356, 7.35647, -2.62243], [2.04595, 8.43317, -3.52011], [3.30459, 8.91366, -3.29965], [3.86398, 9.73149, -4.01093], [3.85548, 8.35902, -2.18056], [3.21387, 6.73736, -1.06057], [2.39374, 8.28697, -0.74507], [2.07890, 6.41875, -3.14128], [0.81956, 7.32694, -2.26797], [-2.97568, -6.98061, -3.63251], [-2.51639, -5.56013, -3.56720], [-3.39021, -4.97889, -2.61814], [-3.85321, -5.99375, -1.83115], [-4.49460, -5.83282, -0.80626], [-3.50407, -7.21137, -2.34003], [-2.15719, -7.67350, -3.84608], [-3.77031, -7.12972, -4.37103], [-1.48764, -5.46967, -3.20279], [-2.59773, -5.05172, -4.53185]],
  "atomic_forces_ev_per_a": [[-0.8321, 0.2390, -0.4443], [-1.0156, 1.1616, 0.5551], [2.0926, 0.2028, 0.4349], [0.1172, -1.8638, -3.5174], [2.1384, -0.4275, -5.2391], [-3.3240, 0.9151, 7.9827], [0.1992, 0.4931, 2.2568], [0.8259, -0.5817, 0.2415], [-0.2259, 1.3173, 1.5959], [-0.6078, 1.9675, -3.7627], [-1.1554, -0.3961, 3.8162], [-0.3673, 0.4769, -0.7142], [-0.6859, -4.6794, -0.0195], [1.1775, -0.0485, -1.4325], [0.7450, 0.8080, 0.8135], [-9.2651, -1.8920, 2.3791], [5.1912, 0.2358, 2.5089], [4.0497, 0.8660, -4.2163], [-0.1267, 2.5643, 2.6111], [2.9904, -3.6729, -1.7073], [-2.4209, 0.9818, -3.8251], [-1.7113, 1.1283, -2.1423], [2.0725, -4.5385, 0.5173], [1.8064, 2.2094, 4.2589], [1.5825, -1.0956, -2.6071], [-1.2783, -0.7513, 4.4585], [-1.9108, 4.6987, -0.9589], [3.1141, 1.0080, 2.4933], [-3.2052, 3.3568, -2.8732], [-3.5731, -2.8182, 2.5824], [2.6606, -3.2748, -3.2873], [2.9449, 1.7846, 0.6553], [-0.1713, 2.4568, -1.9287], [2.0188, 5.0047, 0.6941], [-3.6780, -7.7822, -1.1318], [-1.3679, -1.1499, 0.6026], [-0.8708, 0.1341, -0.2691], [2.3856, -0.3026, -0.9735], [-0.5311, -2.4485, 1.0513], [-1.5748, 0.1652, -1.8164], [1.1449, -0.7097, 2.2743], [-1.2024, -0.1181, -2.3765], [-1.4125, 2.1617, 0.7508], [0.4423, 2.6687, -0.4661], [1.2704, -0.7130, -1.9981], [0.3715, 0.1773, -0.2912], [0.4129, -1.3201, -2.3196], [-0.9865, -1.6560, 1.4677], [-2.1716, 1.6209, -0.0214], [-0.1533, 1.4973, -0.2172], [1.0620, -0.7880, 0.6101], [1.4564, 2.0236, 0.0691], [1.6174, -1.7211, 0.9666], [-0.0281, 0.3686, 1.7987], [0.0111, -0.4922, 1.0879], [-0.8570, -0.8380, 0.0289], [0.8613, 0.5896, 0.0194], [1.1537, 1.6679, -1.4630], [-1.2433, -1.8117, 1.5849], [-0.1699, 0.4727, -0.9236], [0.0848, 0.2568, -0.1047], [0.0191, -0.0488, -0.0718], [-0.0113, 0.0768, 0.0639], [0.1469, 0.0953, -0.2033], [0.1747, -0.7493, -0.6799], [0.7616, 0.6105, -0.6056], [-0.4798, -0.6075, 0.5099], [-1.4482, 0.5789, 2.5483], [1.4577, -0.4273, -2.5511], [-0.1754, 0.5835, 0.3966], [-0.1882, 0.0129, 0.1745], [0.0393, 0.0254, 0.0419], [-0.1019, -0.0089, 0.0036], [-0.0720, 0.0688, 0.2538]],
  "charge": -1
}

=====

Values for HOMO, eV, ordered as above
-8.8; -11.0; -7.6; -6.1
Values for lowest unoccupied orbital energy, eV, ordered as above
0.84; -1.71; 0.77; 0.97